A molecular structure, C28H29BCuN7O2S in a non-equilibrium geometry, computed with the ωB97M-V functional and the def2-TZVPD basis.

Last column: Löwdin charge in e.
Atoms and positions in Å:
Cu -0.386 2.589 1.727  0.36
N 2.621 -1.771 2.287  0.13
C 2.504 -0.486 2.662  -0.13
N 1.381 0.096 3.042  0.15
C 0.214 -0.671 2.894  -0.30
N -0.936 -0.154 3.172  0.07
N -0.908 1.175 3.356  -0.04
C -1.599 1.697 4.324  -0.03
C -1.668 3.149 4.435  -0.24
C -2.237 3.827 5.525  0.02
C -2.216 5.238 5.557  -0.04
C -1.656 5.872 4.501  -0.06
C -1.066 5.124 3.511  -0.12
N -1.070 3.798 3.409  0.06
C 0.238 -1.993 2.344  -0.10
C -0.963 -2.615 1.935  0.00
C -0.922 -3.860 1.351  -0.06
C 0.319 -4.516 1.176  -0.04
C 1.532 -3.822 1.386  -0.01
C 1.458 -2.591 2.018  -0.15
H 3.512 -2.145 1.939  0.16
H 3.390 0.059 2.658  0.12
H -2.100 1.008 5.023  0.14
H -2.695 3.260 6.331  0.12
H -2.648 5.892 6.293  0.12
H -1.394 6.909 4.619  0.12
H -0.639 5.621 2.659  0.06
H -1.891 -2.045 1.956  0.12
H -1.840 -4.251 0.888  0.12
H 0.306 -5.516 0.834  0.09
H 2.498 -4.260 1.121  0.12
C 2.261 -3.224 -3.834  -0.09
C 0.830 -3.498 -3.535  -0.56
C 0.710 -4.801 -2.752  -0.03
C 0.044 -3.580 -4.899  -0.05
C 0.191 -2.315 -2.716  -0.15
C -1.230 -2.201 -2.789  -0.02
C -1.901 -1.343 -1.928  0.03
C -1.162 -0.467 -1.114  -0.25
O -1.554 0.417 -0.181  0.13
B -0.429 1.137 0.226  -0.54
O 0.709 0.542 -0.311  0.11
C 0.196 -0.422 -1.240  -0.14
C 0.930 -1.381 -1.981  0.07
H 2.638 -4.024 -4.517  0.10
H 2.858 -3.189 -2.900  0.08
H 2.467 -2.215 -4.339  0.12
H 1.347 -5.464 -3.306  0.08
H -0.303 -5.140 -2.566  0.09
H 1.216 -4.673 -1.818  0.06
H 0.611 -4.241 -5.572  0.08
H -0.081 -2.606 -5.414  0.10
H -0.895 -4.123 -4.890  0.07
H -1.769 -2.969 -3.285  0.10
H -2.970 -1.299 -1.822  0.12
H 1.969 -1.484 -2.040  0.09
C -1.692 3.572 -1.586  0.04
N -0.227 3.562 -1.877  -0.10
C 0.305 3.312 -3.132  -0.01
C 1.635 3.613 -3.064  -0.03
N 1.895 3.979 -1.758  0.09
C 0.743 3.922 -1.026  -0.70
S 0.677 4.437 0.634  0.70
H -2.047 2.877 -2.315  0.10
H -2.010 4.587 -1.667  0.10
H -1.877 3.165 -0.584  0.06
H -0.336 3.061 -3.924  0.12
H 2.340 3.628 -3.800  0.09
H 2.776 4.227 -1.312  0.16

Forces on the atoms, in the same order (eV/Å):
0.0 -0.3 0.4
-0.5 -1.6 -1.1
-2.7 -0.6 0.5
0.9 -1.1 -0.9
0.6 1.4 0.3
-0.1 -0.5 0.2
-1.0 2.0 0.7
0.4 -1.7 -0.6
0.2 0.4 0.3
-0.2 0.2 -0.1
-0.6 -1.4 0.1
1.5 0.4 0.2
0.2 -0.1 -1.6
-0.5 0.6 0.7
-0.4 -1.2 -0.7
0.4 0.3 -0.3
0.3 -0.2 -0.4
0.3 1.8 0.2
-0.8 -1.1 0.3
0.7 1.7 0.5
-0.6 0.5 0.4
1.4 1.0 0.2
0.2 0.5 -0.2
0.1 0.0 -0.2
-0.2 -0.5 0.7
-0.5 0.4 -0.6
0.4 0.3 -0.1
0.3 -0.2 0.3
0.5 -0.2 0.6
0.2 -0.8 -0.6
-0.4 0.1 0.2
1.8 1.0 -0.8
-2.4 1.9 -0.2
0.5 0.7 -0.4
1.0 -0.5 -0.4
-0.7 -0.1 -0.8
1.2 0.2 2.0
0.1 0.8 0.6
0.5 -1.2 -1.6
-1.2 1.3 0.4
0.4 -0.3 1.1
-0.5 -0.5 -1.4
2.1 -0.7 0.7
-2.3 0.0 -0.1
0.0 0.6 0.6
-0.1 -0.3 -0.5
-0.6 -1.4 0.5
-0.2 -1.1 -0.3
-0.1 -0.2 -0.3
0.2 0.1 0.9
0.3 0.3 0.0
0.1 -0.5 0.5
-0.4 0.3 0.6
-0.5 -0.2 -0.6
-0.4 -0.3 -0.2
1.4 0.4 0.4
1.9 -0.8 0.4
-0.3 -0.1 0.8
1.2 1.0 1.1
-2.2 -0.3 1.6
-0.8 -0.2 0.5
0.8 0.7 0.2
-0.4 -0.7 -0.6
-1.0 -0.1 -0.4
-0.6 0.5 -0.2
0.1 0.2 -0.3
-0.4 -0.4 -0.9
1.7 -0.1 -1.7
-0.3 -0.2 -0.4

Net charge = +1
Largest force on an atom = 0.060 Eh/bohr
Multiplicity = 2
Kohn-Sham gap (spin up / spin down) = 7.1 / 7.3 eV
ΔE to the lowest compared entry with this formula, charge and spin = 25.8 kcal/mol
⟨S²⟩ = 0.75